DFT (ωB97M-V/def2-TZVPD) results for one molecule with the formula C34H52N2O4 in a non-equilibrium geometry.

Cartesian coordinates (Å):
C  -3.443  0.365  6.792
H  -8.993  -3.613  -1.322
H  -7.421  1.604  -4.664
H  4.259  3.003  -0.397
H  -5.280  1.345  -3.267
H  8.012  0.704  0.912
H  -1.987  3.857  0.017
H  9.222  -1.274  -0.936
H  -0.204  1.392  -0.631
C  -8.412  -2.957  -3.541
H  -6.589  2.178  -2.184
C  -1.549  -0.355  4.161
H  -3.936  -0.707  6.871
C  7.076  -4.957  0.792
C  -3.822  1.495  -0.532
O  -3.167  -3.508  2.498
H  5.924  -6.836  0.121
C  -4.601  -1.068  0.528
C  7.288  -2.530  -0.423
H  6.931  -2.443  -1.542
H  -7.121  0.198  -0.808
C  7.542  0.143  -0.010
H  7.756  -5.823  1.221
H  8.874  -1.515  0.905
C  -2.523  1.589  0.516
H  -0.355  2.318  4.462
O  -1.112  -0.363  7.712
H  -10.330  -3.991  -2.625
C  -4.858  0.188  -0.542
H  6.659  -4.235  1.621
H  8.774  1.402  -1.459
C  8.361  -1.290  -0.136
H  -0.495  4.292  -1.605
H  -8.586  0.999  -3.263
C  -1.217  1.846  5.105
C  5.453  2.523  -2.279
C  -1.094  0.291  2.686
C  3.028  3.841  -2.149
H  -3.975  2.392  -1.274
H  0.797  2.430  0.583
C  5.843  -5.661  -0.058
C  -3.024  -2.190  2.727
H  2.151  4.267  -0.032
H  5.924  -5.461  -1.211
H  7.390  0.474  -2.362
H  -3.678  1.062  7.711
H  3.472  1.640  -1.574
N  -8.628  -1.459  -3.539
C  -7.537  0.844  -3.771
H  9.028  -3.800  0.323
C  4.008  2.681  -1.513
H  -2.260  2.015  4.554
H  6.385  2.585  -0.122
C  -9.153  -3.976  -2.446
H  7.486  3.369  -1.449
C  6.737  2.465  -1.237
C  -0.082  2.506  -0.221
H  -1.254  2.430  6.120
H  -3.822  0.825  5.759
H  5.430  1.493  -2.881
H  0.529  2.830  -2.392
H  1.593  5.442  -1.396
H  8.145  -4.560  -1.259
H  5.610  3.406  -3.060
C  8.009  -4.014  -0.218
H  -7.655  -0.814  -5.484
H  -8.760  -5.088  -2.541
C  -7.524  -0.725  -4.309
C  1.802  4.298  -1.149
C  7.629  1.077  -1.366
H  6.420  -0.132  0.234
H  6.360  -2.500  0.328
C  -2.327  0.311  1.555
O  0.158  0.705  2.431
H  -5.332  -1.982  0.549
N  -1.002  0.343  5.382
H  3.710  4.803  -2.296
H  -6.219  -1.075  -1.866
H  -1.315  3.180  1.666
C  -3.346  -1.015  1.580
H  4.787  -5.334  0.336
H  -2.772  -2.073  5.172
C  -6.171  0.039  -1.512
C  -6.292  1.160  -2.701
C  -1.811  0.089  6.633
H  -8.521  -1.167  -2.533
C  -1.491  2.906  0.518
H  -6.469  -1.156  -4.041
C  -2.453  -1.562  4.170
H  2.618  3.564  -3.230
C  0.375  3.513  -1.435
O  -7.586  -3.506  -4.456

Summary:
ΔE to the lowest compared entry with this formula, charge and spin	307.4	kcal per mole
gap between HOMO and LUMO	7.248	eV
LUMO	-1.673	eV
total energy	-1736.2985	Ha

***

DFT (ωB97M-V/def2-TZVPD) results for C34H53BCeN7O2PS6 as an isolated structure in a non-equilibrium geometry.

Cartesian coordinates (Å):
H  8.947  20.435  11.405
H  7.061  15.379  13.766
H  7.520  12.931  13.081
H  13.503  12.135  5.464
C  10.291  13.363  12.040
C  7.961  20.829  11.729
C  11.963  9.385  10.795
H  15.527  17.861  8.053
C  14.556  17.647  8.440
H  7.340  21.247  11.001
H  10.831  9.766  13.293
C  14.026  13.122  13.458
N  14.019  13.561  9.592
H  16.174  11.944  6.036
H  9.603  15.738  16.447
H  14.535  18.378  9.265
C  13.600  12.956  6.221
C  7.099  19.839  12.491
N  12.227  17.004  15.171
C  16.084  12.759  6.771
H  12.623  13.128  6.635
C  13.775  8.227  12.126
H  15.039  15.444  7.010
C  11.652  8.986  13.249
C  14.129  10.768  13.613
S  14.297  14.724  14.069
C  13.185  10.657  12.515
H  12.026  9.059  14.270
H  7.976  16.271  17.092
P  8.762  17.562  12.531
N  13.214  12.916  12.354
H  12.673  9.532  9.934
H  13.407  7.362  11.530
C  14.394  13.861  8.377
C  8.734  13.066  10.204
S  13.722  17.092  11.451
N  11.169  13.923  11.129
C  14.657  12.761  7.369
B  12.709  13.970  11.403
H  14.430  9.837  14.163
H  9.657  15.435  6.285
C  8.211  16.746  15.034
C  9.200  14.146  7.951
H  7.133  13.558  7.935
H  11.407  10.400  10.863
C  9.105  12.800  11.526
H  16.375  13.665  6.318
C  14.356  16.232  8.867
H  9.885  16.214  7.814
H  14.977  11.279  8.907
S  10.498  18.119  11.668
C  14.550  11.943  14.115
C  15.837  12.015  14.972
N  10.741  14.295  9.860
H  16.837  12.526  7.491
H  7.446  14.939  6.821
H  6.311  18.576  10.877
H  16.352  12.936  14.773
H  10.516  12.513  7.426
H  11.195  8.011  13.182
C  14.591  15.200  8.007
C  12.316  17.449  16.276
H  5.397  20.020  11.322
N  13.584  14.596  10.366
H  8.457  11.480  13.198
H  13.330  11.419  8.248
H  6.588  20.208  13.390
H  13.919  13.814  5.669
C  13.873  15.936  10.202
C  8.114  12.173  12.454
C  5.962  19.178  11.699
H  14.072  7.886  13.131
Ce  11.642  15.889  13.244
H  11.143  15.072  7.268
C  12.654  9.286  12.141
N  12.729  11.706  11.969
H  8.789  12.066  7.600
H  7.511  17.540  15.078
H  13.763  18.000  7.797
H  8.064  14.589  15.001
H  8.190  21.663  12.356
H  15.552  11.936  16.020
S  12.362  17.972  17.775
C  9.470  12.834  7.231
H  14.616  10.610  7.242
H  16.572  11.178  14.773
C  9.639  13.806  9.391
H  9.215  17.470  16.869
H  14.642  8.631  11.620
C  7.480  15.459  14.820
S  10.545  13.441  13.726
C  7.674  14.515  7.852
H  6.615  15.376  15.481
H  5.364  18.590  12.423
H  7.690  12.949  9.900
H  11.352  8.494  10.553
H  9.356  12.818  6.143
O  9.306  16.984  13.950
H  7.367  11.667  11.841
C  14.410  11.451  7.981
C  8.815  16.550  16.419
C  10.053  15.293  7.270
S  7.753  16.225  11.561
O  8.004  18.848  13.147
H  7.448  15.254  8.655

Summary:
ΔE to the lowest compared entry with this formula, charge and spin	38.2	kcal per mole
net charge	+2
gap between HOMO and LUMO (spin up / spin down)	4.830 / 4.840	eV
LUMO (spin up / spin down)	-8.247 / -8.239	eV
total energy	-5091.1570	Ha

***

DFT (ωB97M-V/def2-TZVPD) results for C34H53BN6O2P2RuS as an isolated structure.

Cartesian coordinates (Å):
H  -1.471  -2.806  -2.466
H  -2.330  -1.017  -1.167
N  1.770  5.947  5.835
H  -1.129  3.932  -0.332
H  3.387  -0.462  -2.659
H  4.687  -3.105  -1.397
S  2.514  1.588  1.958
H  3.272  6.055  3.668
H  3.218  -4.066  -1.519
H  4.574  -0.592  -1.358
C  1.576  4.526  -2.439
H  0.782  -1.573  -5.108
H  3.573  4.240  2.036
H  3.700  -2.994  -2.848
H  -1.618  -5.358  0.289
N  2.418  3.955  -0.269
C  2.279  2.877  3.086
C  -2.626  0.135  1.857
N  -0.654  -2.675  0.579
H  -1.263  2.396  3.130
C  -2.069  4.069  0.209
C  2.764  5.109  3.811
Ru  0.409  0.293  0.019
H  1.536  5.211  -3.273
H  0.444  -4.569  -2.845
C  0.873  3.337  -2.439
H  3.018  -3.049  0.791
H  0.246  3.048  -3.276
C  1.315  3.692  5.126
C  -4.584  1.570  -0.794
C  2.937  4.095  2.897
H  -2.882  4.112  -0.516
H  -5.089  1.192  0.098
C  1.709  2.842  -0.376
H  -5.336  -4.353  2.182
H  2.477  -1.388  1.022
P  1.070  -1.904  -1.394
C  -3.534  -4.979  1.205
C  -3.173  1.004  -0.941
H  -4.604  2.658  -0.772
C  1.242  -1.429  -4.126
C  2.916  -1.938  -1.094
C  -3.293  -0.510  -1.153
O  3.902  1.488  1.625
H  -3.883  -5.994  1.066
C  2.337  4.787  -1.310
C  -2.262  -4.626  0.762
H  0.701  3.535  6.006
C  3.135  -2.028  0.425
O  1.815  0.415  2.459
H  -3.714  0.047  1.846
H  2.310  -1.614  -4.234
H  1.156  -3.719  0.241
H  1.100  -0.382  -3.844
B  -0.726  -1.317  1.001
C  0.898  -3.838  -3.515
H  -3.071  1.360  -3.065
C  -3.928  -2.742  2.046
H  -2.426  2.704  -2.121
H  1.961  -4.042  -3.579
H  -2.023  5.041  0.708
H  2.912  5.703  -1.232
N  0.923  2.495  -1.411
C  1.475  2.676  4.208
H  0.469  -4.012  -4.506
C  -0.934  -2.187  -3.191
C  -2.280  2.985  1.272
H  -1.477  1.231  -2.313
H  2.374  6.748  5.797
C  -3.636  3.161  1.966
C  1.951  4.926  4.939
C  -2.672  -2.386  1.592
H  -1.206  -1.145  -3.019
H  -3.639  4.143  2.448
H  -0.111  -3.997  -0.938
P  -2.061  1.294  0.524
C  0.350  -3.237  -0.309
H  -3.775  -0.680  -2.121
C  3.505  -0.607  -1.585
H  -1.287  -2.465  -4.188
C  -1.175  3.131  2.327
H  0.994  1.719  4.356
C  3.657  -3.097  -1.764
C  -1.848  -3.320  0.949
N  1.654  1.874  0.605
H  -4.564  -2.028  2.556
C  0.587  -2.391  -3.127
H  3.066  0.256  -1.078
C  -4.356  -4.051  1.836
H  4.157  -1.712  0.647
H  -5.172  1.248  -1.658
H  -3.798  2.420  2.750
N  -2.001  -1.152  1.624
H  -0.177  3.043  1.898
H  -2.343  0.561  2.820
H  -1.255  4.121  2.785
H  -4.480  3.131  1.281
H  -3.909  -0.987  -0.391
C  -2.491  1.617  -2.174
H  1.356  5.750  6.727

Summary:
net charge	+1
expectation value of S²	8.760
gap between HOMO and LUMO (spin up / spin down)	6.893 / 6.111	eV
LUMO (spin up / spin down)	-1.986 / -4.195	eV
total energy	-3006.8394	Ha
spin multiplicity	6

***

DFT (ωB97M-V/def2-TZVPD) results for C34H53N2O2OsP2 as an isolated structure in a non-equilibrium geometry.

Cartesian coordinates (Å):
H  5.436  -0.153  -1.855
C  -1.289  -1.472  -1.762
C  -1.545  -2.498  -2.667
C  0.451  1.971  -2.030
C  -3.854  -0.914  2.315
C  -0.856  0.430  4.071
H  4.981  -2.480  2.728
H  -5.385  -0.637  -0.029
H  -2.082  2.357  2.076
H  1.730  -0.213  -2.209
H  5.542  -0.361  -0.091
H  4.241  1.725  0.217
C  -3.131  2.349  1.741
H  1.842  -0.753  3.477
H  -1.192  0.275  5.118
H  -1.654  -2.195  4.716
C  0.418  4.125  -3.226
H  -2.987  -0.657  2.944
H  5.141  -2.129  0.990
H  -1.671  0.953  3.567
C  -0.547  -0.889  3.410
H  -2.483  -2.942  -0.173
C  -3.443  -1.251  0.867
C  -2.237  -0.295  -1.639
H  1.821  -2.430  2.845
C  0.427  -3.641  -1.840
C  -3.240  1.845  0.284
C  4.930  -0.599  -0.976
C  -4.711  1.821  -0.167
H  -1.823  0.588  -2.156
H  1.057  4.745  -6.528
H  -3.245  -3.335  1.391
C  -4.706  -1.500  0.014
H  -4.581  -0.085  2.351
C  1.121  2.785  -5.600
P  2.355  -0.863  0.441
C  1.907  -2.449  -0.224
H  3.082  -1.919  4.008
H  3.980  2.004  -1.523
C  2.471  -1.592  3.146
H  4.594  -0.024  3.419
H  3.419  0.965  2.507
H  0.081  -1.952  5.156
H  -5.093  2.859  -0.194
N  0.338  1.310  -1.063
H  -1.669  -2.505  1.348
H  -3.517  3.384  1.789
Os  0.083  0.101  0.606
H  -3.717  1.738  2.444
H  4.921  -1.693  -1.120
C  -0.628  -2.090  4.309
C  -0.667  -3.616  -2.675
C  0.965  2.051  -4.423
C  3.576  1.491  -0.629
H  -0.353  -3.020  3.770
H  -5.264  -2.339  0.469
H  3.229  0.344  -3.018
N  -0.219  -1.489  -0.911
H  3.884  -3.264  1.562
H  -4.830  1.395  -1.179
C  0.436  1.619  1.739
C  0.931  4.177  -5.601
H  -4.341  -1.801  2.760
H  -4.450  -1.803  -1.014
H  -2.482  2.566  -1.670
C  0.723  -2.531  -0.968
C  -2.460  2.839  -0.601
H  0.434  5.925  -4.415
H  -3.212  -0.524  -2.097
H  0.047  1.055  4.152
C  4.130  0.125  2.426
H  2.646  -3.248  -0.351
C  0.581  4.840  -4.414
C  4.415  -2.325  1.790
H  3.020  -1.374  -2.548
P  -2.335  0.163  0.169
H  1.120  -4.488  -1.845
C  3.412  -1.171  2.005
O  -0.190  -1.066  2.229
O  0.668  2.572  2.390
H  -0.861  -4.458  -3.350
H  2.587  1.917  -0.401
H  -2.418  -2.448  -3.323
C  3.502  -0.029  -0.887
H  0.146  4.633  -2.296
C  -2.644  -2.578  0.853
H  -2.927  3.836  -0.502
H  -5.349  1.256  0.530
H  1.397  2.268  -6.525
H  -1.412  2.917  -0.273
C  2.822  -0.334  -2.243
H  1.116  0.968  -4.409
C  0.610  2.720  -3.222
H  4.932  0.410  1.726

Summary:
ΔE to the lowest compared entry with this formula, charge and spin	0.0	kcal per mole
net charge	+3
expectation value of S²	6.055
gap between HOMO and LUMO (spin up / spin down)	5.544 / 5.618	eV
LUMO (spin up / spin down)	-7.981 / -11.606	eV
total energy	-2359.7153	Ha
spin multiplicity	5

***

DFT (ωB97M-V/def2-TZVPD) results for C34H53N4PdSi as an isolated structure.

Cartesian coordinates (Å):
H  1.708  -1.802  -1.706
H  -2.634  -1.297  0.154
H  1.943  -4.441  2.197
C  1.021  -2.664  1.389
H  2.508  0.224  2.262
H  0.299  -1.480  -4.371
C  -1.216  2.709  1.190
C  -2.694  -2.067  0.918
H  -3.250  3.083  0.679
H  -2.144  3.434  -0.638
N  1.881  1.514  -1.142
C  1.163  5.738  -0.332
C  2.919  0.841  -1.895
H  -3.754  -2.214  1.165
H  -1.473  1.999  1.968
H  -3.622  -3.163  -3.571
C  1.297  0.322  -3.817
C  0.799  3.231  0.033
C  -2.703  -0.560  2.867
H  3.105  -1.999  1.470
C  -2.034  0.406  -2.580
H  4.090  2.924  -1.021
H  2.016  -1.706  -4.087
H  0.979  -0.586  5.501
H  -2.707  0.345  2.259
H  -2.756  0.189  -5.950
C  0.297  1.210  3.638
N  0.069  2.308  0.631
Si  -0.104  -1.080  1.772
C  -2.004  -2.914  3.126
C  -1.414  -0.934  -2.205
H  -1.137  3.686  1.680
C  1.121  -1.197  -3.707
H  2.661  -1.216  3.282
C  -2.353  2.724  0.164
H  0.635  1.849  2.825
H  -2.305  -0.312  3.852
C  2.648  0.894  -3.397
H  -1.493  -2.764  4.076
H  -1.906  0.625  -0.010
H  2.081  -3.059  3.276
H  4.455  5.159  -0.901
H  2.930  -0.201  -1.568
C  -2.050  -2.069  -2.650
H  2.736  -3.039  0.101
C  0.691  -0.251  3.387
H  -0.773  1.347  3.782
H  -0.674  -0.880  4.977
H  0.545  -3.917  3.135
C  -3.094  -2.215  -3.604
H  0.792  1.552  4.556
N  -0.189  -0.988  -1.587
H  -0.526  -4.128  0.925
C  2.002  2.727  -0.698
C  1.410  -3.558  2.577
H  -3.748  -0.866  3.004
H  -0.207  -3.002  -0.397
Pd  0.241  0.339  -0.067
C  -3.409  -1.375  -4.628
H  0.581  -2.070  4.636
H  -4.158  -1.703  -5.341
H  0.511  -2.817  -2.452
C  2.218  -0.224  3.217
H  2.660  0.381  4.019
H  -1.485  1.467  -4.394
H  2.223  -1.340  0.107
H  2.880  6.920  -0.692
H  0.578  6.654  -0.290
H  3.455  0.366  -3.919
H  2.700  1.942  -3.710
H  0.942  -4.303  -0.030
C  -2.614  1.340  -0.458
H  0.520  0.817  -3.231
H  -3.634  1.009  -0.240
C  -1.923  -1.698  2.194
H  -1.680  -3.000  -2.228
C  2.343  -2.229  0.727
C  2.506  5.908  -0.594
H  -1.593  -3.809  2.659
C  0.371  -1.004  4.688
C  -2.017  0.588  -4.046
C  3.421  4.860  -0.752
C  0.255  -3.569  0.409
C  0.804  -1.766  -2.309
H  1.121  0.601  -4.860
H  -3.059  -3.125  3.347
C  -2.714  -0.159  -4.922
H  3.923  1.226  -1.697
C  3.205  3.510  -0.811
C  0.422  4.595  -0.053
H  -0.613  4.806  0.169
H  -2.334  -2.991  0.470
N  -2.483  1.381  -1.905

Summary:
ΔE to the lowest compared entry with this formula, charge and spin	0.0	kcal per mole
net charge	-1
gap between HOMO and LUMO	6.658	eV
LUMO	2.801	eV
total energy	-1963.7094	Ha